# 1
18
Properties=species:S:1:pos:R:3:forces:R:3 method="wB97M-V/def2-TZVPD" max_force_ha_per_bohr=0.020 homo_energy_ha=-0.35438 spin_multiplicity=1 de_lowest_kcal_mol=15.87
C -0.57535 -1.73339 -1.98275 0.0 -0.5 -0.8
C -1.32327 -0.81343 -1.09456 -0.3 0.6 0.5
N -1.18422 0.53698 -1.24330 -0.3 0.1 0.4
O -2.04545 -1.28330 -0.23367 0.0 0.2 0.3
H -1.28126 -2.53422 -2.19756 0.2 -0.1 -0.2
H 0.25956 -2.17547 -1.44330 0.1 0.1 0.1
H -0.21074 -1.30542 -2.91494 0.0 0.1 0.0
H -1.48315 1.10147 -0.44734 0.2 -0.3 -0.5
H -0.58147 0.97973 -1.91476 0.1 -0.3 0.1
C 1.43134 0.12705 0.93439 0.1 -0.9 0.4
C 0.79123 0.97687 2.01672 0.6 0.4 0.1
O 0.13603 2.03299 1.29983 -0.9 0.1 0.5
H 0.85591 -0.72846 0.57377 -0.6 0.5 -0.1
H 2.33292 -0.39760 1.26524 0.2 0.6 0.1
H 1.64105 0.83652 0.14101 0.3 -0.3 -0.3
H 0.14961 0.47279 2.74523 -0.3 -0.2 -0.5
H 1.59063 1.42804 2.61748 0.0 0.0 0.0
H -0.50338 2.47884 1.87852 0.4 -0.2 -0.2

# 2
12
Properties=species:S:1:pos:R:3:forces:R:3 method="wB97M-V/def2-TZVPD" max_force_ha_per_bohr=0.090 homo_energy_ha="-0.39414 / -0.49489" s_squared=3.768 charge=+1 spin_multiplicity=4
H 0.89376 2.62865 -0.98860 1.0 -1.1 0.7
C 1.87533 0.44294 -1.80479 1.3 -1.0 -0.7
C 1.39761 1.35820 -0.98273 -2.9 1.3 1.8
C 0.28966 1.56221 -0.15100 1.2 2.5 -1.8
H 2.87853 0.54058 -2.22239 -0.6 0.2 -0.6
H 1.43917 -0.55808 -1.83662 0.0 0.2 0.2
H 0.44606 1.82445 0.89825 -0.5 0.3 -0.4
C -1.47724 0.94886 -0.46512 1.2 1.3 0.4
O -0.72079 -0.03663 0.02225 -0.3 0.1 -2.7
Pt -0.91365 -1.39382 1.12921 -0.7 -3.5 2.9
H -2.24192 1.34880 0.21150 0.3 0.0 -0.3
H -1.61065 1.00874 -1.55128 0.0 -0.3 0.4

# 3
135
Properties=species:S:1:pos:R:3:forces:R:3 method="wB97M-V/def2-TZVPD" max_force_ha_per_bohr=0.165 homo_energy_ha=-0.30736 spin_multiplicity=1 de_lowest_kcal_mol=45.80
Hg 1.11148 1.66584 -1.93006 0.4 -1.1 -1.2
N 1.63098 1.38793 -4.04096 -0.2 2.9 -0.6
S 2.37938 0.42142 -5.04019 2.0 -7.2 -0.7
O 3.81173 0.36419 -5.05870 -1.6 1.2 0.4
O 1.65081 0.15861 -6.24329 0.4 1.5 0.4
F 1.93209 -0.83025 -4.14413 0.5 0.0 -0.1
S 1.47833 2.70298 -5.01709 -2.3 3.8 0.5
O 0.38701 2.66292 -5.92310 0.3 -0.4 0.8
O 2.64407 3.41977 -5.37094 0.6 -0.9 0.1
F 0.95046 3.59287 -3.69651 -0.2 -0.4 -0.1
N 1.03288 0.17888 -0.42451 0.8 2.5 3.0
S 1.05071 0.49487 1.25712 -1.3 2.9 3.5
O 1.84704 -0.32203 2.12547 -0.4 0.4 -2.1
O -0.27704 0.84291 1.69831 1.1 -0.6 -1.1
F 1.74741 1.93590 1.25236 0.1 -1.0 -1.0
S 0.75603 -1.35340 -0.39388 -0.1 -7.7 -3.5
O -0.52614 -1.81834 0.05776 1.1 1.7 0.3
O 1.91316 -2.18270 -0.09435 -1.3 1.8 0.4
F 0.65830 -1.54815 -1.98079 -0.1 0.8 0.7
C 3.93147 -5.61202 0.67352 -1.8 -0.8 -0.1
C 4.03017 -4.69927 1.87605 2.8 -0.5 0.0
O 2.82652 -4.14608 2.30069 -0.3 0.1 0.0
O 3.20140 -4.95735 -0.37123 0.8 0.0 -0.3
H 3.36307 -6.52424 0.89985 -0.2 0.1 0.5
H 4.85492 -6.05854 0.30700 0.4 0.9 -0.1
H 4.85508 -3.99006 1.70721 -0.7 0.8 -0.5
H 4.56522 -5.22226 2.67942 -1.0 -0.5 0.4
H 2.61647 -3.37359 1.76072 0.1 0.0 0.0
H 2.39716 -4.60535 0.02410 0.0 -0.1 0.0
C -3.87965 1.50955 1.59587 0.4 0.2 -0.8
C -3.32431 1.67452 3.01486 -0.7 -1.0 -0.1
O -2.67713 0.47703 3.37920 0.7 -0.2 -0.1
O -4.84778 0.48595 1.38815 -0.5 0.5 0.6
H -3.10380 1.22868 0.87150 0.6 0.6 0.4
H -4.27683 2.47127 1.25414 -0.3 -0.1 0.0
H -4.14170 1.77690 3.73551 0.0 0.3 -0.2
H -2.61848 2.50467 3.11791 -0.3 0.2 -0.3
H -1.90087 0.48328 2.80381 0.1 -0.5 0.3
H -4.39466 -0.31506 1.11975 0.1 -0.1 0.3
C 4.25896 -3.08771 -4.53304 1.3 0.9 0.4
O 4.89968 -2.20861 -3.61159 0.6 0.6 0.2
C 4.33524 -2.16659 -2.34173 -1.3 0.0 0.7
C 5.18940 -1.57791 -1.22067 0.4 0.1 -0.9
N 5.80008 -0.30873 -1.61506 0.8 0.0 -0.3
C 6.60893 0.32178 -0.55548 -2.0 -0.3 0.2
C 7.71774 -0.53328 0.00036 1.4 0.5 -0.4
O 8.58591 -0.88472 -1.07786 0.2 -0.6 0.0
C 9.94782 -1.16236 -0.71741 -0.6 0.7 -0.7
H 4.74987 -2.78792 -5.45910 -0.3 -0.5 -0.3
H 3.18952 -2.88490 -4.59976 -0.1 -0.4 0.1
H 4.57973 -4.08786 -4.23286 -0.7 -0.3 -0.4
H 3.98618 -3.15968 -2.03138 0.2 -0.1 0.1
H 3.42011 -1.55207 -2.35039 0.0 0.1 -0.3
H 5.95011 -2.31191 -0.93515 -0.1 -0.1 0.3
H 4.48544 -1.34846 -0.41813 0.2 -0.4 0.3
H 6.49014 -0.51927 -2.33336 -0.4 0.0 -0.4
H 5.86566 0.50764 0.23086 0.3 0.1 0.4
H 6.88712 1.30838 -0.92431 0.6 -0.2 0.0
H 7.34244 -1.41122 0.53025 0.0 -0.1 0.0
H 8.35198 0.04699 0.67951 -0.4 0.1 0.4
H 10.54276 -0.81518 -1.56166 0.1 0.2 0.1
H 10.21103 -2.21518 -0.61242 -0.5 -0.2 0.4
H 10.18578 -0.57485 0.16890 0.3 -0.2 0.1
C 1.95712 -7.29481 7.16837 0.3 1.0 1.5
O 1.51012 -6.17518 6.44609 -0.2 -0.6 0.1
C 1.58180 -6.27028 5.03837 -0.3 0.8 -0.2
C 0.33735 -5.49127 4.52140 0.9 -2.0 -0.6
N 0.20012 -5.77547 3.09081 0.3 0.7 -0.3
C -0.94098 -5.08646 2.48102 -0.6 0.2 0.5
C -0.77120 -4.69164 1.03279 -0.3 -0.6 0.5
O -0.72022 -5.89632 0.27251 1.3 1.2 -0.7
C -0.15651 -5.62758 -1.01372 -0.4 -1.2 -0.7
H 3.05115 -7.33504 7.21968 0.1 -0.6 -0.8
H 1.43582 -8.23108 6.97003 0.2 -0.1 -0.5
H 1.76117 -7.05570 8.21997 -0.4 0.0 -0.1
H 1.59399 -7.28578 4.63220 -0.4 -0.2 0.4
H 2.54055 -5.84676 4.71203 -0.1 0.3 -0.2
H 0.43672 -4.43575 4.78487 -0.3 0.1 0.1
H -0.49806 -6.01874 4.98279 -0.2 0.6 0.5
H 1.06760 -5.44520 2.67543 -0.2 0.0 -0.4
H -1.22795 -4.21438 3.08427 0.2 0.4 -0.2
H -1.85321 -5.69067 2.52182 0.2 -0.4 0.1
H 0.11452 -4.06022 0.91485 0.3 -0.3 -0.1
H -1.61676 -4.09354 0.67728 -0.1 0.1 0.2
H -0.93490 -5.64349 -1.78254 -0.2 0.2 0.1
H 0.51211 -6.44067 -1.30247 0.1 -0.1 0.3
H 0.40974 -4.70532 -1.15330 -0.1 0.2 0.6
C -2.90211 -1.04337 -2.81860 0.0 0.9 1.0
O -3.75196 0.03952 -3.08720 -0.6 0.7 0.0
C -4.95641 0.02584 -2.28887 1.3 -0.7 -0.8
C -5.82660 1.23112 -2.57092 -0.3 -0.2 0.5
N -5.06394 2.46954 -2.63625 -0.4 1.5 1.1
C -5.86078 3.69810 -2.86974 -0.8 -0.9 -1.8
C -7.06632 3.91134 -1.98632 0.0 0.7 0.3
O -6.61140 4.17535 -0.66722 -0.3 -0.8 0.6
C -7.70356 4.43747 0.18729 -0.8 2.0 -0.4
H -2.75779 -1.08527 -1.72753 -0.4 -0.7 0.1
H -1.88709 -0.78253 -3.12883 -0.2 -0.2 -0.8
H -3.31132 -1.95469 -3.25844 0.4 -0.3 0.2
H -4.65925 -0.08258 -1.24371 -0.1 0.3 0.2
H -5.50544 -0.88017 -2.56196 -0.3 -0.1 0.2
H -6.50976 1.30811 -1.71527 -0.3 -0.4 -0.1
H -6.42840 0.99168 -3.44927 0.2 0.6 -0.3
H -4.96069 2.71753 -1.64650 1.2 -0.9 0.1
H -6.25600 3.72638 -3.89355 0.1 -0.3 -0.1
H -5.19175 4.55837 -2.83440 0.0 0.0 0.4
H -7.83082 3.13232 -1.90769 0.3 -0.4 -0.5
H -7.59844 4.76667 -2.42831 0.0 0.3 0.4
H -7.54133 4.37957 1.26131 0.7 -0.6 -0.2
H -8.65562 3.95948 -0.06275 0.4 -0.8 -0.1
H -7.95751 5.49381 0.00540 -0.1 0.1 0.2
C -4.20489 8.01488 -2.08922 -1.1 -0.3 -0.2
O -4.03374 6.83340 -1.34281 0.5 -0.2 -0.2
C -4.43877 6.96901 -0.00990 0.2 0.4 0.7
C -3.94593 5.80146 0.81646 0.1 -0.7 -1.6
N -2.49701 5.60989 0.60320 -1.4 1.1 0.6
C -1.98230 4.64395 1.58638 0.2 2.1 -0.8
C -0.49387 4.91191 1.74446 0.9 -1.7 0.7
O -0.19188 5.95577 2.63774 -1.0 1.2 -0.4
C 1.15952 6.10433 3.05829 -0.5 -1.0 -1.4
H -3.73109 7.94018 -3.06678 0.4 -0.2 0.2
H -3.86146 8.89939 -1.54800 0.1 0.0 0.0
H -5.27531 8.10287 -2.31913 0.0 0.5 0.1
H -5.52876 7.02307 0.10452 -0.1 0.1 -0.2
H -4.00316 7.89151 0.40451 -0.1 0.2 0.0
H -4.48112 4.95220 0.37734 0.0 -0.3 0.5
H -4.19477 5.93642 1.87365 -0.2 0.0 0.0
H -2.19130 6.57376 0.72839 1.0 -0.3 0.3
H -2.28905 3.73612 1.06775 0.7 -0.7 0.8
H -2.43900 4.77505 2.57425 -0.2 -0.3 0.0
H -0.06643 5.06993 0.74767 0.2 0.1 0.0
H -0.03367 4.03382 2.22221 0.1 -0.4 -0.5
H 1.33282 5.32398 3.80078 0.4 0.6 0.7
H 1.28900 7.16126 3.26363 0.1 -0.2 0.9
H 1.86980 5.88498 2.25030 -0.1 0.0 -0.2

# 4
96
Properties=species:S:1:pos:R:3:forces:R:3 method="wB97M-V/def2-TZVPD" max_force_ha_per_bohr=0.010 homo_energy_ha=-0.25675 spin_multiplicity=1 de_lowest_kcal_mol=5.48
Pt -0.58880 0.80295 0.70310 0.0 0.0 0.0
C 4.52397 2.86215 -3.33381 0.0 0.0 0.0
C 3.42144 2.85029 -2.31149 0.0 0.0 0.0
C 2.44004 3.83909 -2.28551 0.0 0.0 0.0
C 1.37835 3.77647 -1.40724 0.0 0.0 0.0
C 1.24870 2.74221 -0.46887 0.0 0.0 -0.1
N 0.12968 2.62388 0.33702 0.1 -0.1 0.0
C -0.51829 3.73713 0.83545 0.0 0.1 0.0
C 0.18454 4.85190 1.31612 0.0 0.0 0.0
C -0.45742 5.92631 1.89519 0.0 0.0 0.0
C -1.84081 5.94167 2.06458 0.0 0.0 0.0
C -2.53491 7.06968 2.77689 0.0 0.0 0.0
C -2.55030 4.85298 1.58809 0.0 0.0 0.0
C -1.91562 3.79341 0.94960 0.0 0.0 0.0
N -2.74785 2.79358 0.36141 0.0 0.0 0.0
C -3.97830 2.97890 -0.16129 0.0 0.0 0.0
C -4.46662 1.75446 -0.55244 0.0 0.0 0.0
C -3.45128 0.84772 -0.24268 0.0 0.0 0.0
N -2.42814 1.48671 0.30801 0.0 -0.1 0.0
C 2.28320 1.79143 -0.45504 0.0 0.0 0.0
C 3.31488 1.82705 -1.38518 0.0 0.0 0.0
N 2.35192 0.78730 0.55576 0.0 -0.1 0.0
C 3.46906 0.26728 1.10627 0.0 0.0 0.0
C 3.08950 -0.67311 2.03497 0.0 0.0 0.0
C 1.69258 -0.66632 2.00504 0.0 0.0 0.1
N 1.26950 0.20550 1.10240 0.0 0.0 0.1
H 4.72279 3.87486 -3.68312 0.0 0.0 0.0
H 4.25869 2.25905 -4.20454 0.0 0.0 0.0
H 5.45034 2.45857 -2.92463 0.0 0.0 0.0
H 2.48890 4.65626 -2.99547 0.0 0.0 0.0
H 0.60398 4.53164 -1.44346 0.0 0.0 0.0
H 1.26395 4.84528 1.23648 0.0 0.0 0.0
H 0.13205 6.76073 2.25604 0.0 0.0 0.0
H -1.93440 7.97816 2.74776 0.0 0.0 0.0
H -2.70982 6.82346 3.82614 0.0 0.0 0.0
H -3.50266 7.29052 2.32582 0.0 0.0 0.0
H -3.62549 4.82081 1.71476 0.0 0.0 0.0
H -4.40000 3.96462 -0.23306 0.0 0.0 0.0
H -5.41337 1.54687 -1.01559 0.0 0.0 0.0
H -3.38369 -0.21645 -0.39771 0.0 0.0 0.0
H 4.04589 1.02781 -1.38313 0.0 0.0 0.0
H 4.43946 0.62815 0.81902 0.0 0.0 0.0
H 3.72904 -1.26566 2.66302 0.0 0.0 0.0
H 0.96908 -1.19680 2.60574 0.0 0.1 -0.1
S 1.09996 -2.44777 -1.26869 0.1 0.0 0.0
Sb 1.61949 -4.57136 -0.79474 -0.1 0.0 0.0
C 2.09539 -4.86628 1.24167 0.0 0.0 -0.1
C 1.49139 -4.04455 2.18555 -0.1 0.1 -0.1
C 1.73916 -4.23533 3.53620 0.0 0.0 0.0
C 2.60567 -5.24228 3.94130 0.0 0.0 0.0
C 3.22592 -6.05287 2.99934 0.0 0.0 0.0
C 2.97264 -5.86611 1.64691 0.0 0.0 0.0
C -0.02164 -5.87409 -1.12938 0.1 0.1 0.0
C -0.20683 -7.02179 -0.36346 0.0 0.0 0.0
C -1.31349 -7.82811 -0.58966 0.0 0.0 0.0
C -2.23234 -7.48656 -1.57301 0.0 0.0 0.0
C -2.05142 -6.34064 -2.33326 0.0 0.1 0.0
C -0.94535 -5.53063 -2.11271 0.0 0.0 0.0
C 3.27899 -5.41057 -1.79802 -0.1 0.0 0.0
C 3.22996 -6.70825 -2.29548 0.0 0.0 0.0
C 4.34984 -7.25614 -2.90738 0.0 0.0 0.0
C 5.51366 -6.50899 -3.01920 0.0 0.0 0.0
C 5.56045 -5.21202 -2.52742 0.0 0.0 0.0
C 4.44434 -4.66012 -1.91635 0.0 0.0 0.0
H 0.84017 -3.24193 1.85364 0.0 -0.1 0.0
H 1.26150 -3.59738 4.26907 0.0 0.0 0.0
H 2.80302 -5.39130 4.99472 0.0 0.0 0.0
H 3.90821 -6.83029 3.31773 0.0 0.0 0.0
H 3.46509 -6.49651 0.91423 0.0 0.0 0.0
H 0.49549 -7.27912 0.42130 0.0 0.0 0.0
H -1.46397 -8.71774 0.00811 0.0 0.0 0.0
H -3.09827 -8.11343 -1.74095 0.0 0.0 0.0
H -2.77604 -6.06459 -3.08651 0.0 0.0 0.0
H -0.81512 -4.61888 -2.68751 0.0 0.0 0.0
H 2.32034 -7.29347 -2.21868 0.0 0.0 0.0
H 4.31177 -8.26450 -3.29815 0.0 0.0 0.0
H 6.38610 -6.93633 -3.49561 0.0 0.0 0.0
H 6.46698 -4.62828 -2.62270 0.0 0.0 0.0
H 4.47644 -3.64180 -1.54323 0.0 0.0 0.0
F -3.00565 -2.79844 -2.96644 0.0 0.0 0.1
C -3.49318 -2.94982 -1.72420 0.0 0.0 0.0
C -2.68788 -2.91009 -0.65854 0.1 0.0 -0.2
N -3.16549 -3.07625 0.62043 -0.1 -0.1 0.0
C -2.22682 -3.06416 1.73452 -0.1 -0.1 0.1
C -1.60513 -1.68955 1.97990 0.2 -0.3 0.1
O -1.33515 -1.33126 3.11144 0.1 0.0 0.2
O -1.33453 -1.09273 0.87712 -0.2 0.4 -0.2
C -4.50016 -3.32042 0.87178 0.0 0.0 0.0
O -4.96204 -3.50178 1.97650 0.0 0.0 0.1
N -5.29619 -3.34028 -0.26223 0.0 0.0 0.0
C -4.91988 -3.19963 -1.59634 0.1 -0.1 0.0
O -5.71860 -3.29915 -2.49962 -0.1 0.0 0.0
H -1.62359 -2.72153 -0.75259 0.0 -0.1 0.0
H -1.42004 -3.76358 1.49630 0.0 0.0 0.1
H -2.74100 -3.40217 2.62835 0.0 0.0 -0.1
H -6.27316 -3.53382 -0.09093 0.0 0.0 0.0